ORCA calculation (ωB97M-V/def2-TZVPD) on 10 unconnected molecules or ions with the total composition C26H80O34P8.

Atoms and positions in Å:
C 3.309 1.914 1.985
O 4.034 1.841 3.250
P 5.011 3.149 3.657
O 5.691 3.026 4.951
O 6.009 3.324 2.450
C 6.583 4.632 2.215
O 3.991 4.381 3.514
C 3.227 4.840 4.563
H 3.500 0.982 1.453
H 3.662 2.723 1.344
H 2.220 1.910 2.039
H 6.431 5.009 1.203
H 7.672 4.627 2.171
H 6.163 5.334 2.935
H 2.195 4.805 4.215
H 3.537 5.844 4.853
H 3.188 4.263 5.487
C 3.250 -3.745 -4.163
O 2.873 -2.694 -5.036
P 1.318 -2.121 -4.976
O 1.040 -1.471 -3.672
O 1.206 -1.193 -6.307
C 1.832 0.068 -6.410
O 0.416 -3.393 -5.358
C 0.732 -4.082 -6.579
H 4.016 -3.333 -3.506
H 3.605 -4.596 -4.744
H 2.402 -4.080 -3.566
H 1.262 0.852 -5.912
H 1.951 0.319 -7.464
H 2.835 0.157 -5.992
H 0.974 -5.094 -6.255
H 1.560 -3.622 -7.117
H -0.116 -4.133 -7.262
C 3.741 0.269 -2.352
O 4.042 -0.056 -3.715
P 5.562 -0.329 -4.169
O 6.278 -1.558 -3.654
O 5.370 -0.186 -5.778
C 6.191 -0.830 -6.759
O 6.339 1.049 -3.836
C 7.781 1.103 -3.989
H 4.493 -0.092 -1.649
H 2.810 -0.214 -2.055
H 3.648 1.346 -2.209
H 5.577 -1.564 -7.282
H 7.082 -1.292 -6.334
H 6.504 -0.052 -7.455
H 8.367 1.402 -3.120
H 7.971 1.709 -4.875
H 8.186 0.103 -4.139
C -3.590 -1.387 1.334
O -4.795 -1.380 2.149
P -6.035 -0.426 1.675
O -5.676 0.832 0.972
O -7.017 -1.371 0.782
C -8.051 -0.926 -0.073
O -6.852 -0.257 3.106
C -6.365 0.578 4.157
H -2.768 -0.918 1.874
H -3.747 -0.834 0.408
H -3.370 -2.440 1.156
H -8.031 -1.467 -1.019
H -7.960 0.121 -0.363
H -9.029 -1.116 0.370
H -5.554 0.114 4.718
H -7.203 0.695 4.845
H -6.113 1.596 3.860
C 2.327 -3.308 5.598
O 1.651 -4.357 4.991
P 0.044 -4.487 5.117
O -0.656 -3.210 5.368
O -0.280 -5.293 3.702
C -0.460 -4.534 2.508
O -0.215 -5.609 6.264
C 0.376 -5.544 7.581
H 3.092 -3.690 6.274
H 1.748 -2.650 6.245
H 2.909 -2.713 4.893
H -1.476 -4.732 2.167
H 0.208 -4.862 1.711
H -0.374 -3.449 2.568
H 1.210 -6.229 7.734
H -0.478 -5.743 8.229
H 0.682 -4.507 7.721
C -2.638 2.118 2.356
O -2.933 3.167 3.272
P -2.530 4.673 2.825
O -2.884 4.994 1.400
O -0.962 4.696 3.077
C -0.122 3.977 2.255
O -3.233 5.645 3.944
C -4.603 5.643 4.100
H -1.960 1.382 2.789
H -2.195 2.375 1.394
H -3.507 1.569 1.993
H -0.447 3.898 1.218
H 0.006 2.986 2.691
H 0.874 4.414 2.336
H -4.978 6.665 4.046
H -4.788 5.207 5.082
H -5.157 5.090 3.340
C -0.315 1.682 -3.762
O -1.570 2.378 -3.503
P -2.108 2.640 -1.978
O -1.788 1.613 -0.976
O -3.705 2.889 -2.228
C -4.464 3.193 -1.160
O -1.484 4.082 -1.544
C -1.899 5.358 -2.113
H 0.210 1.511 -2.822
H 0.333 2.206 -4.463
H -0.458 0.682 -4.171
H -4.560 4.278 -1.123
H -4.077 2.780 -0.228
H -5.466 2.767 -1.224
H -2.502 5.174 -3.002
H -0.955 5.821 -2.401
H -2.381 5.982 -1.360
C -1.950 -1.450 -2.975
O -2.751 -2.119 -2.050
P -2.766 -3.741 -2.001
O -2.851 -4.496 -3.275
O -1.428 -4.123 -1.158
C -0.138 -4.168 -1.703
O -3.973 -3.949 -0.911
C -5.299 -3.922 -1.321
H -1.136 -0.938 -2.461
H -2.445 -0.674 -3.559
H -1.461 -2.065 -3.731
H 0.352 -5.138 -1.636
H 0.513 -3.501 -1.138
H -0.054 -3.817 -2.732
H -5.740 -4.876 -1.613
H -5.440 -3.174 -2.101
H -5.894 -3.525 -0.500
C 0.748 -0.652 3.768
O 0.383 0.571 3.192
H 1.101 -0.634 4.799
H -0.059 -1.380 3.673
H 1.535 -1.048 3.128
H 0.045 0.418 2.306
C 0.673 -0.686 0.162
O -0.517 -0.051 0.619
H 0.825 -1.693 0.551
H 0.733 -0.829 -0.916
H 1.540 -0.063 0.382
H -0.971 0.439 -0.071

Output
Gap between HOMO and LUMO: 9.8 eV
E: -6328.2502 Ha
Energy relative to the best compared isomer or geometry (same formula, charge and spin): 310.6 kJ/mol
Structure (SMILES): COP(=O)(OC)OC.COP(=O)(OC)OC.COP(=O)(OC)OC.COP(=O)(OC)OC.COP(=O)(OC)OC.COP(=O)(OC)OC.COP(=O)(OC)OC.COP(=O)(OC)OC.CO.CO

ORCA calculation (ωB97M-V/def2-TZVPD) on a molecular structure, C26H83BrN2O19Si2.

Atoms and positions in Å:
C 2.751 -1.633 0.363
Si 3.419 -1.763 -1.366
O 2.264 -1.402 -2.527
Si 1.837 0.170 -2.842
C 1.593 0.314 -4.694
N 0.517 -0.575 -5.215
C 0.126 0.505 -2.059
C -0.031 0.120 -0.628
O -0.328 -1.012 -0.265
Br 0.187 1.484 0.747
C 3.130 1.416 -2.274
C 4.282 1.586 -3.027
C 5.231 2.498 -2.575
C 4.962 3.176 -1.392
C 3.779 2.966 -0.707
N 2.853 2.086 -1.139
H 1.853 -2.222 0.489
H 3.517 -2.039 1.022
H 2.596 -0.609 0.690
H 4.651 -0.960 -1.500
H 3.815 -3.171 -1.595
H 1.344 1.339 -4.964
H 2.516 0.042 -5.201
H 0.059 -1.105 -4.487
H -0.216 -0.054 -5.674
H -0.152 1.545 -2.210
H -0.582 -0.119 -2.597
H 4.461 1.037 -3.931
H 6.152 2.661 -3.110
H 5.681 3.879 -0.998
H 3.583 3.499 0.213
C 0.928 -1.583 4.384
O 1.223 -1.983 3.044
H 1.582 -2.145 5.046
H 1.116 -0.515 4.520
H -0.111 -1.803 4.641
H 0.647 -1.484 2.458
C 0.440 -5.327 1.940
O 1.619 -5.068 2.686
H 0.188 -6.376 2.080
H -0.386 -4.709 2.303
H 0.596 -5.137 0.873
H 1.845 -4.140 2.574
C -4.059 0.921 1.424
O -3.191 0.827 0.290
H -4.843 1.638 1.195
H -4.506 -0.055 1.630
H -3.510 1.265 2.300
H -2.504 0.194 0.515
C -0.924 -6.489 5.384
O -1.942 -5.664 4.813
H 0.020 -5.953 5.325
H -1.157 -6.700 6.431
H -0.837 -7.427 4.833
H -2.774 -6.149 4.868
C -0.020 2.045 -8.516
O 0.503 0.732 -8.657
H -0.341 2.383 -9.499
H -0.881 2.058 -7.841
H 0.745 2.730 -8.135
H 0.792 0.443 -7.786
C 4.038 2.186 -8.099
O 3.177 1.056 -8.000
H 4.363 2.443 -7.094
H 4.918 1.960 -8.708
H 3.514 3.042 -8.533
H 2.880 0.828 -8.886
C -2.302 3.658 -2.867
O -3.225 3.657 -1.786
H -2.579 4.452 -3.557
H -1.285 3.845 -2.505
H -2.337 2.701 -3.397
H -2.969 2.941 -1.192
C 6.097 -1.674 -5.089
O 4.958 -0.873 -5.397
H 6.318 -1.542 -4.032
H 5.893 -2.731 -5.278
H 6.966 -1.364 -5.675
H 4.759 -0.996 -6.330
C -2.818 -9.195 3.578
O -3.842 -8.482 4.264
H -2.478 -10.003 4.221
H -3.195 -9.617 2.643
H -1.978 -8.531 3.359
H -4.135 -7.770 3.689
C 3.360 2.831 4.421
O 2.042 2.310 4.305
H 3.697 2.655 5.439
H 4.044 2.330 3.731
H 3.376 3.908 4.223
H 1.750 2.470 3.403
C -4.826 -3.010 0.535
O -5.867 -2.254 1.148
H -4.477 -3.747 1.253
H -5.202 -3.524 -0.354
H -3.988 -2.365 0.258
H -6.165 -1.606 0.505
C 1.602 6.538 -1.952
O 3.010 6.307 -1.991
H 1.381 7.394 -2.581
H 1.057 5.667 -2.330
H 1.275 6.757 -0.932
H 3.192 5.550 -1.431
C -6.439 -6.819 1.658
O -5.229 -6.448 2.323
H -6.675 -7.841 1.941
H -7.257 -6.164 1.964
H -6.307 -6.767 0.574
H -5.031 -5.543 2.071
C 0.228 5.015 3.910
O 0.491 4.482 2.611
H 0.944 4.571 4.596
H 0.348 6.101 3.917
H -0.781 4.758 4.239
H -0.145 4.866 2.003
C -6.095 2.725 4.246
O -4.708 2.405 4.292
H -6.219 3.543 3.541
H -6.685 1.870 3.904
H -6.458 3.044 5.226
H -4.597 1.683 4.914
C -0.361 9.757 -0.931
O -0.127 9.312 -2.264
H 0.405 9.313 -0.300
H -0.290 10.845 -0.861
H -1.343 9.435 -0.576
H -0.801 9.702 -2.825
C -0.999 -3.753 7.858
O -1.800 -3.093 6.885
H -1.012 -3.162 8.770
H -1.407 -4.745 8.070
H 0.033 -3.845 7.506
H -1.788 -3.636 6.087

Output
Gap between HOMO and LUMO: 9.6 eV
E: -5732.3205 Ha

ORCA calculation (ωB97M-V/def2-TZVPD) on 13 unconnected molecules or ions with the total composition C26H84N6O13.

Atoms and positions in Å:
O 16.944 -18.739 -10.285
H 17.028 -19.004 -11.274
H 17.801 -18.926 -9.860
H 16.807 -17.747 -10.243
C 16.119 -13.716 -11.142
C 15.965 -15.186 -11.408
O 16.412 -16.069 -10.429
H 17.156 -13.401 -10.995
H 15.553 -13.306 -10.301
H 15.794 -13.180 -12.038
H 16.462 -15.360 -12.380
H 14.901 -15.378 -11.619
C 11.895 -13.989 -10.579
C 10.851 -15.044 -10.190
C 10.057 -14.606 -8.972
O 9.242 -15.709 -8.628
C 8.554 -15.505 -7.392
N 10.028 -15.324 -11.394
H 11.417 -13.007 -10.560
H 12.391 -14.240 -11.514
H 12.673 -13.989 -9.810
H 11.409 -15.934 -9.897
H 9.343 -13.795 -9.171
H 10.777 -14.349 -8.185
H 7.826 -14.716 -7.606
H 9.259 -15.256 -6.598
H 8.023 -16.442 -7.234
H 9.595 -14.452 -11.675
H 9.319 -15.978 -11.078
C 19.088 -11.168 -9.165
C 18.529 -11.748 -7.856
C 17.476 -10.777 -7.290
O 17.146 -11.164 -5.959
C 16.219 -10.307 -5.348
N 18.142 -13.158 -8.078
H 18.293 -11.248 -9.911
H 19.979 -11.667 -9.539
H 19.352 -10.122 -9.006
H 19.343 -11.895 -7.140
H 16.572 -10.683 -7.906
H 17.869 -9.767 -7.119
H 15.956 -10.560 -4.322
H 15.276 -10.243 -5.904
H 16.526 -9.255 -5.282
H 17.777 -13.235 -9.023
H 17.318 -13.232 -7.475
C 15.714 -18.522 -14.037
C 17.137 -19.054 -13.964
C 18.210 -17.973 -13.914
O 19.485 -18.587 -13.947
C 20.510 -17.610 -14.115
N 17.262 -19.835 -12.712
H 15.575 -17.647 -14.674
H 15.352 -18.183 -13.062
H 14.929 -19.215 -14.343
H 17.381 -19.690 -14.818
H 18.059 -17.284 -13.074
H 18.109 -17.348 -14.809
H 20.449 -17.078 -15.066
H 21.474 -18.113 -14.043
H 20.548 -16.858 -13.322
H 16.715 -20.688 -12.758
H 18.202 -20.131 -12.464
C 14.203 -7.612 -8.718
C 13.113 -8.597 -9.076
C 13.664 -9.828 -9.789
O 14.215 -9.390 -11.003
C 14.637 -10.442 -11.838
N 12.331 -8.976 -7.894
H 14.903 -8.028 -7.987
H 13.772 -6.687 -8.335
H 14.837 -7.304 -9.552
H 12.410 -8.125 -9.767
H 12.899 -10.610 -9.884
H 14.464 -10.306 -9.198
H 14.872 -9.974 -12.795
H 13.933 -11.257 -12.028
H 15.576 -10.912 -11.526
H 12.698 -9.849 -7.532
H 11.359 -9.108 -8.137
C 14.032 -13.277 -7.007
C 14.674 -14.445 -6.219
C 14.427 -15.750 -6.985
O 13.057 -16.042 -7.268
C 12.318 -16.234 -6.069
N 16.074 -14.131 -6.045
H 14.451 -13.339 -8.015
H 14.262 -12.276 -6.639
H 12.947 -13.346 -7.094
H 14.165 -14.576 -5.256
H 14.838 -16.670 -6.547
H 14.978 -15.752 -7.932
H 12.929 -16.870 -5.413
H 11.432 -16.841 -6.236
H 12.169 -15.328 -5.482
H 16.416 -14.777 -5.341
H 16.268 -13.191 -5.715
C 17.965 -7.023 -11.482
C 19.076 -8.035 -11.474
C 18.566 -9.289 -12.186
O 19.463 -10.369 -12.170
C 19.036 -11.530 -12.868
N 20.254 -7.420 -12.137
H 17.290 -7.157 -10.629
H 17.309 -7.011 -12.353
H 18.346 -6.024 -11.262
H 19.349 -8.318 -10.457
H 18.183 -9.038 -13.183
H 17.686 -9.620 -11.612
H 18.771 -11.291 -13.899
H 18.192 -11.908 -12.280
H 19.799 -12.304 -12.827
H 19.967 -7.246 -13.096
H 20.906 -8.203 -12.162
O 17.902 -16.816 -8.117
H 17.439 -16.342 -8.831
H 17.697 -16.312 -7.323
O 12.407 -17.163 -12.203
H 11.684 -16.525 -12.296
H 12.762 -17.013 -11.309
O 19.481 -15.327 -11.168
H 20.020 -15.892 -10.606
H 18.574 -15.461 -10.848
O 13.817 -17.125 -9.757
H 14.641 -16.829 -10.186
H 13.707 -16.526 -9.005
O 16.208 -13.098 -14.618
H 15.389 -13.523 -14.891
H 16.557 -13.668 -13.922

Output
Gap between HOMO and LUMO: 8.6 eV
E: -2347.4880 Ha
Energy relative to the best compared isomer or geometry (same formula, charge and spin): 185.1 kJ/mol